(A)
{"formula": "CH2N2O2S", "method": "ωB97M-V/def2-TZVPD", "elements": ["C", "N", "N", "O", "O", "S", "H", "H"], "positions_angstrom": [[0.13382, -1.48246, 0.92129], [-3.00693, -0.63970, -0.72437], [-2.41050, -0.45542, 0.17707], [-0.31391, -2.45610, 1.36543], [0.60663, -0.53714, 0.46196], [1.95251, 2.27629, -1.06739], [0.84649, 2.33788, -0.25829], [2.19189, 0.95665, -0.87571]], "nbo_charge": [1.03, 0.02, -0.02, -0.51, -0.52, -0.31, 0.15, 0.15], "homo_lumo_gap_ev": 10.19}

=====

(B)
{"formula": "CH2N2O2S", "method": "ωB97M-V/def2-TZVPD", "elements": ["C", "N", "N", "O", "O", "S", "H", "H"], "positions_angstrom": [[0.62331, 1.11105, 0.18952], [0.56783, 1.36632, -1.01788], [-0.00261, -0.13937, 0.81474], [0.28226, -1.91714, -1.59530], [-1.13604, -0.52164, 0.11571], [-1.07332, -1.31907, -1.32610], [1.11000, 1.61360, 1.00338], [-0.37142, -0.19375, 1.81594]], "nbo_charge": [0.08, -0.21, -0.33, -0.78, -0.57, 1.20, 0.21, 0.40], "homo_lumo_gap_ev": [7.24, 9.26]}

=====

Which of them is most stable, and which least? Most stable: (A); least stable: (B).